[1]
The following is a DFT calculation (ωB97M-V/def2-TZVPD) of an isolated molecule of C6H8 at a distorted geometry.

Calculated values
Spin multiplicity = 3
E_tot = -233.15230 a.u.
⟨S²⟩ = 2.031
Energy above the lowest of the compared OMol25 structures with the same formula, charge and spin = 2.575 eV
HOMO energy (alpha / beta) = -7.60 / -9.50 eV
Kohn-Sham gap (alpha / beta) = 8.6 / 8.5 eV
Net charge = 0
LUMO (alpha / beta) = 1.04 / -1.04 eV

CARTESIAN COORDINATES (ANGSTROEM)
C  -0.6225  -1.1502  -0.7597
C  0.3584  -2.3480  -0.8741
C  -0.8397  -0.0309  -0.0112
C  -1.1983  0.8992  0.8145
C  1.7430  -1.8587  -0.7026
C  -0.7291  2.3756  0.8249
H  -1.2463  -1.3721  -1.5439
H  -1.9143  0.8793  1.6506
H  1.9954  -1.0257  -1.2308
H  2.4826  -2.7576  -0.9060
H  1.8619  -1.6282  0.3328
H  -1.6280  2.9102  0.5507
H  -0.1163  2.5684  0.0666
H  -0.1468  2.5389  1.7883

Atomic partial charges in e from the Löwdin method, atoms 1 to 5:
1. C -0.1286
2. C 0.0560
3. C -0.0234
4. C -0.1635
5. C -0.1757

---

[2]
The following is a DFT calculation (ωB97M-V/def2-TZVPD) of a structure of composition C43H110F3O15Zn at a distorted geometry.

Calculated values
E_tot = -4911.61052 a.u.
Energy above the lowest of the compared OMol25 structures with the same formula, charge and spin = 1.755 eV
HOMO energy = -11.33 eV
Kohn-Sham gap = 7.3 eV
Net charge = +1
LUMO = -4.00 eV

CARTESIAN COORDINATES (ANGSTROEM)
Zn  1.2101  1.1376  -4.6214
C  0.3166  1.2545  -1.4152
O  0.7172  -0.0116  -0.9076
O  0.4332  1.2475  -2.7555
C  -1.1035  1.6192  -0.8937
F  -1.2719  2.9421  -0.7748
F  -2.0952  1.1594  -1.6941
F  -1.3170  1.0915  0.3226
C  1.5275  -0.0198  0.2588
C  1.4441  -1.3478  1.0053
H  0.4209  -1.5337  1.3260
H  1.8658  -2.1605  0.4073
H  2.0966  -1.3630  1.8809
H  1.2043  0.7223  0.9966
H  2.5553  0.2386  -0.0073
H  1.0067  1.9853  -0.9740
C  3.7112  -0.7689  -2.3243
C  3.6757  0.4493  -3.2234
C  5.0845  0.8714  -3.5899
O  2.9182  0.0751  -4.4134
H  2.7499  -1.1677  -2.0014
H  4.2077  -0.5365  -1.3768
H  4.3371  -1.5735  -2.7229
H  3.1258  1.2241  -2.6889
H  5.6260  0.0507  -4.0726
H  5.6603  1.2134  -2.7337
H  5.1130  1.6122  -4.3939
H  3.3352  -0.7338  -4.7389
C  3.4817  -1.3831  6.4094
C  3.9743  -2.3327  5.3099
C  5.4773  -2.2483  5.1069
O  3.7816  -3.6723  5.8042
H  2.3939  -1.3180  6.4248
H  3.9860  -0.4187  6.3176
H  3.8225  -1.7671  7.3728
H  3.3924  -2.1154  4.4103
H  5.8251  -1.3000  4.6901
H  5.7562  -3.0192  4.3855
H  6.0790  -2.4076  6.0008
H  2.8765  -3.7313  6.1295
C  1.7582  3.5744  3.3358
C  2.9645  2.8476  3.9527
C  3.5903  1.8286  3.0240
O  3.9171  3.8043  4.4296
H  2.0837  4.2595  2.5463
H  1.0997  4.1230  4.0039
H  1.1693  2.8321  2.7872
H  2.5175  2.3452  4.8175
H  4.1864  2.3587  2.2742
H  2.8923  1.2028  2.4699
H  4.3055  1.2334  3.5938
H  4.1934  3.4987  5.2982
C  -1.8453  -2.3004  -1.0803
C  -0.6886  -3.0824  -1.6740
C  -1.1250  -4.2598  -2.5393
O  0.0069  -2.1520  -2.4904
H  -2.5186  -1.9073  -1.8493
H  -1.5849  -1.4075  -0.5094
H  -2.4390  -2.9538  -0.4333
H  -0.0542  -3.4861  -0.8756
H  -1.6961  -4.9344  -1.8989
H  -0.2609  -4.8146  -2.9030
H  -1.7762  -3.9432  -3.3533
H  0.0976  -1.2912  -2.0443
C  2.1434  -5.5510  -0.7712
C  2.8225  -6.7439  -0.1085
C  1.8566  -7.5418  0.7135
O  3.5125  -7.5460  -1.0635
H  2.9255  -4.9762  -1.2699
H  1.6673  -4.8572  -0.0763
H  1.3576  -5.8928  -1.4472
H  3.5933  -6.3451  0.5645
H  1.2639  -6.8969  1.3658
H  2.3580  -8.2893  1.3295
H  1.1420  -8.0475  0.0581
H  4.2691  -7.9202  -0.6053
C  -5.5402  0.0810  -1.5142
C  -6.2175  0.5049  -2.8228
C  -5.1374  0.5218  -3.9151
O  -7.2568  -0.4189  -3.0773
H  -4.6060  0.5973  -1.3038
H  -5.3416  -0.9942  -1.5407
H  -6.2701  0.2251  -0.7159
H  -6.6454  1.5009  -2.7193
H  -5.4303  0.9212  -4.8859
H  -4.7861  -0.5063  -4.0511
H  -4.2646  1.0779  -3.5662
H  -6.8821  -1.3030  -3.1440
C  -0.6690  -0.2867  3.7503
C  -1.3466  0.2910  4.9892
C  -1.0906  1.7831  5.0880
O  -2.7247  -0.0771  4.9175
H  0.4091  -0.0761  3.7367
H  -1.0054  0.0413  2.7642
H  -0.7416  -1.3769  3.7796
H  -1.0089  -0.1358  5.9348
H  -1.4649  2.3055  4.2011
H  -0.0401  2.0440  5.2115
H  -1.6463  2.1913  5.9353
H  -3.1404  0.4971  4.2504
C  -1.8353  -6.1516  0.8828
C  -1.4869  -5.8084  2.3394
C  -0.5548  -4.6179  2.5193
O  -2.6819  -5.5563  3.0588
H  -0.8519  -6.1492  0.4064
H  -2.5477  -5.4769  0.4055
H  -2.3195  -7.1250  0.7787
H  -0.9855  -6.6920  2.7528
H  -0.2512  -4.5763  3.5684
H  -1.0053  -3.6388  2.3366
H  0.3774  -4.6275  1.9514
H  -3.2391  -6.3382  2.9984
C  -0.1357  -2.7166  -6.1595
C  -0.6048  -1.3161  -5.8574
C  -2.0246  -1.3101  -5.2635
O  0.2529  -0.7021  -4.8566
H  0.9120  -2.7173  -6.4631
H  -0.7813  -3.1749  -6.9078
H  -0.1950  -3.3315  -5.2600
H  -0.6328  -0.6698  -6.7341
H  -2.1809  -0.5067  -4.5468
H  -2.3148  -2.2254  -4.7451
H  -2.7126  -1.2641  -6.1127
H  0.2252  -1.2438  -4.0411
C  -1.5443  3.7862  -4.0320
C  -1.7478  2.4507  -4.7336
C  -2.8588  2.3863  -5.7648
O  -0.4892  2.1422  -5.4242
H  -1.0908  4.4924  -4.7295
H  -0.8459  3.6816  -3.2013
H  -2.4822  4.1762  -3.6382
H  -1.8886  1.6488  -4.0095
H  -2.9993  1.3384  -6.0323
H  -2.7051  3.0034  -6.6515
H  -3.7677  2.7067  -5.2564
H  -0.6151  2.2897  -6.3683
C  3.7365  3.0990  -0.6971
C  4.6868  4.2991  -0.7359
C  3.9974  5.6066  -0.2993
O  5.7157  4.0542  0.2249
H  2.8077  3.2222  -1.2627
H  3.4170  2.8022  0.3045
H  4.2863  2.2332  -1.0746
H  5.1516  4.4250  -1.7145
H  3.7262  5.5625  0.7576
H  3.0849  5.7541  -0.8807
H  4.6584  6.4593  -0.4473
H  5.4787  4.5292  1.0251
C  -1.9263  5.3248  1.4844
C  -1.5164  6.7892  1.5792
C  -2.6801  7.7327  1.9495
O  -0.5248  6.9287  2.6012
H  -1.0345  4.6916  1.4457
H  -2.5308  5.0619  0.6165
H  -2.4218  4.9973  2.4039
H  -1.0589  7.1156  0.6464
H  -2.5314  8.6051  1.3076
H  -2.6494  8.0712  2.9813
H  -3.6743  7.3675  1.6875
H  -0.8892  6.5229  3.3955
C  -4.0477  -0.0407  1.6835
C  -4.0488  1.3818  2.2206
C  -4.7716  2.3928  1.3247
O  -4.6387  1.3807  3.5224
H  -3.4748  -0.7258  2.3079
H  -3.6848  -0.0241  0.6535
H  -5.0528  -0.4728  1.6501
H  -3.0289  1.7338  2.4035
H  -4.1927  2.5838  0.4114
H  -4.8633  3.3724  1.7874
H  -5.6920  1.9723  0.9147
H  -5.4645  0.8847  3.5027

Atomic partial charges in e from the Löwdin method, atoms 1 to 5:
1. Zn 0.9563
2. C -0.3955
3. O -0.1257
4. O -0.1756
5. C -0.5203

---

[3]
The following is a DFT calculation (ωB97M-V/def2-TZVPD) of an isolated molecule of C5H7NO at a distorted geometry.

Calculated values
E_tot = -324.67492 a.u.
Energy above the lowest of the compared OMol25 structures with the same formula, charge and spin = 1.348 eV
SMILES = C[C@H](C#N)CC=O
HOMO energy = -10.34 eV
Kohn-Sham gap = 10.9 eV
Net charge = 0
LUMO = 0.57 eV

CARTESIAN COORDINATES (ANGSTROEM)
C  -1.1056  -0.8943  0.6775
C  -0.5641  0.4371  -0.0088
C  -1.5865  0.8117  -1.0431
N  -2.3133  1.0099  -1.9282
C  0.9154  0.5023  -0.5816
C  1.9187  -0.1252  0.3959
O  1.6212  -1.0443  1.1179
H  -2.1795  -0.9295  0.9556
H  -0.5424  -1.0891  1.5864
H  -0.9450  -1.7208  -0.0181
H  -0.4343  1.2321  0.7144
H  0.9941  -0.0033  -1.5470
H  1.2593  1.5474  -0.7652
H  2.9621  0.2661  0.4445

Atomic partial charges in e from the Löwdin method, atoms 1 to 5:
1. C -0.0558
2. C -0.2991
3. C -0.2007
4. N 0.1394
5. C -0.1116

---

[4]
The following is a DFT calculation (ωB97M-V/def2-TZVPD) of a cluster of 2 separate species, C8H18N in total at a distorted geometry.

Calculated values
E_tot = -369.97487 a.u.
Energy above the lowest of the compared OMol25 structures with the same formula, charge and spin = 4.476 eV
HOMO energy = -11.73 eV
Kohn-Sham gap = 8.0 eV
Net charge = +1
LUMO = -3.69 eV

CARTESIAN COORDINATES (ANGSTROEM)
C  -2.0162  1.6344  0.4760
C  -1.5817  0.7177  -0.4443
C  -0.9674  -1.5222  -1.3558
C  -1.3397  -1.2435  1.1998
C  1.8479  -0.5341  -1.1462
C  1.0664  1.8148  -0.2323
C  -1.0536  -0.6061  -0.1927
C  1.1500  0.2870  -0.0364
N  1.6638  -0.0265  1.3535
H  -2.2584  2.5907  0.1427
H  -2.1623  1.3353  1.5815
H  -1.4174  0.9868  -1.4387
H  -1.7232  -2.1695  -1.2341
H  -1.0198  -0.9424  -2.3051
H  -0.0710  -2.2150  -1.4100
H  -1.5897  -0.4790  1.9597
H  -2.2737  -1.8372  1.1084
H  -0.6760  -2.1107  1.6187
H  1.6133  -1.6304  -0.9571
H  2.9540  -0.4123  -0.9444
H  1.5290  -0.0229  -2.0581
H  0.4423  2.2698  0.4661
H  0.7871  2.1914  -1.1946
H  2.1311  2.2725  -0.0523
H  1.6362  0.8445  1.9025
H  2.4135  -0.7209  1.4038
H  0.9156  -0.4720  1.7893

Atomic partial charges in e from the Löwdin method, atoms 1 to 5:
1. C 0.0545
2. C -0.1784
3. C -0.0565
4. C -0.0586
5. C -0.0600